Record 1
ORCA calculation (wB97M-V/def2-TZVPD) on a 2-piece molecular cluster, C18H21O overall at a distorted geometry.

ORCA input file:
```
! wB97M-V def2-TZVPD RIJCOSX def2/J DEFGRID3
* xyz 1 1
C -5.03221 -1.68240 1.63992
H -0.57442 4.56741 3.86670
C 1.23993 4.85010 1.79235
C 4.68481 0.03572 2.03916
C -3.78602 -2.32988 1.67029
C 0.34465 3.68658 2.15100
C -2.61172 -1.59064 1.79570
H 0.69193 5.79264 1.89359
H -3.96928 1.55338 1.93207
C -2.66422 -0.17722 1.93645
H 3.45917 1.72684 2.63114
C -1.47846 0.58450 2.19142
C 0.96365 0.61889 2.60702
C 4.71358 -1.32776 1.70165
H 5.66039 -1.83020 1.49946
H -5.94806 -2.26820 1.53313
O 1.09758 2.43706 1.85810
H -0.56239 3.68860 1.53528
H -3.73711 -3.41797 1.58053
H 0.93154 3.70205 4.21561
C 0.01341 3.67433 3.61329
H 5.61734 0.60085 2.09028
C -5.09409 -0.28083 1.71873
C -3.92833 0.46287 1.86979
C 3.47688 0.67083 2.34300
C -0.21230 0.11769 1.97806
H -1.63309 -2.08155 1.81019
H 0.90867 1.12114 3.57567
H 1.38137 -1.98684 1.88146
H -0.06261 -0.61742 1.17636
C 2.30300 -1.40199 1.92303
H -6.05710 0.22834 1.65424
H -1.62015 1.60971 2.52864
H 3.51428 -3.11539 1.43427
C 2.25968 -0.03605 2.29549
H 1.63261 4.81876 0.77339
C 3.51306 -2.04612 1.65179
H -0.57756 2.81021 3.91677
H 1.08380 2.27585 0.89974
H 2.08997 4.87419 2.48624
*
```

Output
orbital gap	7.2	eV

Record 2
ORCA calculation (wB97M-V/def2-TZVPD) on C18H21P2Rh as an isolated structure at a distorted geometry.

ORCA input file:
```
! wB97M-V def2-TZVPD RIJCOSX def2/J DEFGRID3
* xyz 0 5
H -4.66004 2.41565 -0.84852
C -2.76535 2.31912 1.97531
C 2.28815 -1.01920 -2.16983
H 1.21630 3.30457 -1.54281
P -0.75995 -0.56717 -0.24676
H -1.27112 -2.65517 -1.37856
C 1.70724 -1.46079 2.92528
H -0.36751 3.04207 -3.06282
C -2.98179 1.10451 -0.51044
H -0.84453 3.14629 -0.85378
H -1.09570 1.00939 2.32342
H -2.66468 2.81202 2.94189
C -1.86941 1.30470 1.62117
H 3.91336 1.11921 -0.13048
H 1.91452 0.34488 -3.96262
C 0.26340 -1.47604 0.98308
C 3.32126 0.62787 -0.89664
H -2.60023 -1.44340 -1.57740
H 1.98196 -1.99154 -2.54467
H 2.93970 2.30152 -2.35445
C 2.25861 0.22179 -2.93886
Rh 0.66134 0.41037 -1.51656
H -2.36425 -2.26847 0.00811
C -1.97485 0.67656 0.37482
H 3.18166 -1.47925 -0.15430
C 1.33468 -3.52973 1.74219
C -1.85654 -1.86733 -0.88613
H 0.18365 -3.36238 -0.06486
H 1.50952 -4.59919 1.61231
C 0.56615 -2.83658 0.80368
H -4.51147 3.47849 1.40184
H 2.20355 -0.91316 3.72441
H -3.06072 0.66084 -1.50040
C 2.95486 -0.73592 -0.91719
C -3.88358 2.10515 -0.14598
H 2.46274 -3.39119 3.57604
H 0.80141 0.30467 2.10857
P 0.05206 2.54124 -1.79099
C 1.88466 -2.84538 2.82954
C 0.90213 -0.77602 2.01441
C -3.79137 2.70982 1.10952
C 2.82019 1.25718 -2.08056
*
```

Output
ΔE to the lowest compared entry with this formula, charge and spin	38.0	kJ/mol
orbital gap (spin up / spin down)	4.1 / 6.4	eV
⟨S²⟩	6.02

Record 3
ORCA calculation (wB97M-V/def2-TZVPD) on C18H22BN6OS4Tl as an isolated structure.

ORCA input file:
```
! wB97M-V def2-TZVPD RIJCOSX def2/J DEFGRID3
* xyz -2 1
C -1.32706 1.31385 2.07211
H 0.07671 1.42451 -4.05278
N -0.81605 -1.97152 0.62212
S 4.64337 0.39203 0.16329
C 0.68293 2.01713 1.48511
S 6.58845 2.60240 0.37195
C 5.10670 1.98876 -0.38176
H 1.77986 3.81434 1.12679
N -0.83315 0.55188 1.06829
H -0.28984 -5.00888 1.65353
H -2.76352 0.14017 3.17870
H -0.45063 3.04310 3.12274
B -1.55955 -0.63258 0.40202
C -3.04072 -0.32412 -1.71991
H -2.90832 -2.54770 2.52533
N 0.40269 0.98712 0.71276
C -1.41421 0.19734 -3.12043
N -0.84794 -0.03204 -1.95008
H -4.36157 -1.60568 -0.59697
C -2.68557 -3.24887 1.71906
C 6.67799 4.16165 -0.42987
C -0.25581 -4.00910 1.24885
N 0.48644 -2.12042 0.28974
H -3.48382 1.22412 1.99913
C -0.38281 2.27028 2.37295
H -3.42563 -3.08222 0.93580
H -3.54770 0.14939 -3.81452
C -4.34356 -0.61227 -1.04636
O 7.56268 4.98178 -0.25486
C -2.66508 1.12305 2.71394
C -1.28809 -3.09362 1.21216
H 0.05765 -0.23541 -4.62622
H -1.21191 0.88379 -5.13999
H -2.81494 -4.26306 2.10041
N -1.84276 -0.36045 -1.09537
S 3.05910 2.61001 -2.21794
H 2.51434 2.73006 2.32204
Tl 2.15206 -0.05787 -1.36301
H 2.62133 2.35548 0.60207
H 2.65643 -4.25866 1.33002
C 0.83497 -3.33944 0.65581
H 2.86315 -2.99533 0.11217
H 2.26504 -4.59064 -0.35853
C 2.23037 -3.82587 0.42199
H -2.79115 1.88147 3.48792
C -2.81033 0.02712 -3.03625
H -2.62927 -0.74525 0.93721
C -0.57921 0.58953 -4.30070
S 5.32527 4.37068 -1.52989
H -4.55953 0.10336 -0.25105
C 4.51592 2.81581 -1.26990
H -5.14549 -0.55727 -1.78441
C 1.97176 2.76806 1.37480
*
```

Output
ΔE to the lowest compared entry with this formula, charge and spin	0.0	kJ/mol
orbital gap	4.8	eV

Record 4
ORCA calculation (wB97M-V/def2-TZVPD) on one molecule with the formula C18H22ClN3O2 at a distorted geometry.

ORCA input file:
```
! wB97M-V def2-TZVPD RIJCOSX def2/J DEFGRID3
* xyz 0 1
C -0.19485 2.12596 0.22633
C -3.66258 -0.28427 0.21423
C 3.48159 1.84425 -1.84687
H 2.18810 -3.57407 1.56025
H -5.29637 0.97295 -0.45717
H 0.27798 -0.76310 -0.50407
H 0.13276 1.79780 -2.32368
H 4.43667 2.11121 0.05621
C 3.50205 2.04314 -0.47769
N -0.40500 1.87784 1.49344
H -4.28210 -1.13652 -0.07575
Cl 2.36946 2.40398 1.92517
C 2.33065 -1.46260 1.17221
N -1.35325 2.36530 -0.45930
H 1.83297 -2.58297 -1.30343
C -2.26883 2.22304 0.44223
C 0.88554 -1.13734 1.53668
C -3.73728 2.25653 0.27405
H 2.25843 1.60179 -3.58974
H 4.41310 1.75396 -2.38510
C -4.20586 0.98344 -0.44848
C 1.08911 2.06974 -0.44496
C 1.52710 -3.19486 -0.45210
O -1.75519 1.93531 1.64755
C -2.24932 -0.58359 -0.28661
H -4.01259 3.13176 -0.31446
H -0.25622 -3.50627 0.72261
H 3.48597 -3.13428 0.44788
O -1.93249 -0.43881 -1.44944
H 0.79825 -0.09576 1.84903
C 2.31137 2.15167 0.22409
H 2.65370 -0.80527 0.36159
H 0.56932 -1.77145 2.36995
C 1.08711 1.87506 -1.82669
C 0.08205 -2.86231 -0.09356
H -1.70318 -1.18079 1.59985
H -4.19388 2.32230 1.26331
H 2.97685 -1.27623 2.03176
H -3.84428 1.00123 -1.47834
H -0.56862 -3.02881 -0.95359
N -1.39267 -1.03310 0.65272
H 1.60171 -4.24348 -0.74707
H -3.68258 -0.19811 1.30206
C -0.02179 -1.39696 0.33906
C 2.45348 -2.91728 0.72831
C 2.27360 1.76001 -2.52247
*
```

Output
ΔE to the lowest compared entry with this formula, charge and spin	8.0	kJ/mol
orbital gap	9.7	eV
structure (SMILES)	O=C(CCCc1nc(-c2ccccc2Cl)no1)NC1CCCCC1

Record 5
ORCA calculation (wB97M-V/def2-TZVPD) on one molecule with the formula C18H22ClN5O4S.

ORCA input file:
```
! wB97M-V def2-TZVPD RIJCOSX def2/J DEFGRID3
* xyz 0 1
C -2.75677 1.25883 2.33600
N 1.73896 0.66329 -2.42283
H 1.77945 -1.04628 -0.07111
H 1.46073 -3.91383 -0.60323
H -0.47381 -3.37777 -2.66345
N -1.97296 0.14740 2.32342
C 0.95356 -2.94334 1.31399
H 4.44359 -1.13081 -3.39178
O -0.43400 1.06819 -1.26250
C 2.81301 -0.33659 -2.24134
H -4.55014 0.07425 2.29221
C -1.02994 -1.88157 0.44178
Cl -0.12309 4.27711 2.38922
H -1.05746 -0.89809 -0.02996
C -4.16480 1.08901 2.30452
H -2.03143 -2.10168 0.80531
N -5.01500 2.07520 2.28667
H 0.70921 3.57250 -0.54603
H 1.89493 -2.64696 1.77057
H 4.06683 0.57263 -3.73167
H 3.41309 -0.00210 -1.39553
C -0.88150 -2.63459 -1.98053
H 1.06757 0.41349 -3.14162
O 1.23732 -0.83705 3.08145
H 2.26520 3.28671 -1.38351
H 0.74052 3.36502 -2.32367
H -2.84370 4.65665 2.34640
C 1.19919 3.07438 -1.38190
H -1.96706 -2.61201 -2.09320
C 3.64096 -0.40477 -3.50876
O 2.14335 -2.59296 -2.78244
N 1.73198 -1.85511 -0.67726
C 2.21079 -1.72550 -1.92987
C -0.84007 2.69929 2.39525
N -0.04950 -1.89866 1.54227
O 1.68815 0.98606 0.04719
H -0.50490 -1.65317 -2.27441
H 3.02604 -0.73535 -4.34469
C 0.98880 -3.01602 -0.20749
H 0.63636 -3.89287 1.75005
C -0.05715 1.59490 2.43004
H -0.92735 -3.91311 -0.26111
C 0.24224 -0.87048 2.37201
C -3.18307 3.63089 2.33307
C -2.25355 2.57044 2.35388
S 0.96889 1.34620 -1.14986
C -0.51152 -2.93971 -0.54139
C -0.68602 0.32354 2.36244
H 1.01958 1.64650 2.47631
H -5.25125 4.13066 2.28586
C -4.51426 3.33721 2.30122
*
```

Output
ΔE to the lowest compared entry with this formula, charge and spin	0.8	kJ/mol
orbital gap	9.0	eV
structure (SMILES)	C[C@@H]1CN(C(=O)c2cc(Cl)c3ccncc3n2)C[C@@H]1NC(=O)[C@@H](C)NS(C)(=O)=O

E_tot
In order: -773.429787, -1491.506609, -2893.182525, -1474.074898, -2132.302169
Unit: hartree